# 1
Formula: C7H11O3P
Source: OMol25
Level of theory: the ωB97M-V functional and the def2-TZVPD basis

The charge is 0. For the relative energy (zero: lowest compared OMol25 entry of this formula, charge and spin), the calculation gives 91.97 kcal/mol. The HOMO energy is -7.8 eV. Its SMILES is CC(C)C#CO/C(O)=C(\O)P.

Cartesian coordinates (Å):
C 2.54 1.15 -0.89
C 2.23 0.02 0.22
C 3.24 -1.09 0.16
C 0.90 -0.49 0.10
C -0.23 -0.91 0.09
O -1.41 -1.29 -0.41
C -2.54 -0.61 -0.04
O -3.47 -0.85 -1.03
C -2.69 0.40 0.83
O -1.72 0.68 1.74
P -4.36 1.09 1.08
H 2.67 0.87 -1.92
H 3.40 1.66 -0.55
H 1.76 1.94 -0.93
H 2.24 0.72 1.13
H 3.12 -1.86 0.88
H 4.22 -0.50 0.29
H 3.27 -1.55 -0.83
H -3.19 -1.58 -1.63
H -0.85 0.38 1.36
H -5.08 0.09 0.50
H -4.03 1.76 -0.13

Mulliken atomic charge list, values in e, 2 entries: -1.36, 0.64

=====

# 2
Formula: C17H27N2OsS
Source: OMol25
Level of theory: the ωB97M-V functional and the def2-TZVPD basis

The charge is +1. For the relative energy (zero: lowest compared OMol25 entry of this formula, charge and spin), the calculation gives 81.40 kcal/mol. The HOMO energy (alpha / beta) is -9.1 / -10.8 eV. The multiplicity is 5.

Cartesian coordinates (Å):
C -0.47 0.84 -4.76
C 0.11 2.20 -4.70
C 0.36 -0.28 -5.27
C -1.95 0.69 -4.76
H 0.40 -0.29 -6.37
H -0.03 -1.25 -4.97
H 1.39 -0.21 -4.93
H 0.09 2.70 -5.69
H 1.16 2.18 -4.39
H -0.44 2.85 -4.02
H -2.38 0.86 -5.75
H -2.43 1.40 -4.08
H -2.25 -0.32 -4.47
C 2.22 0.01 1.04
C 2.36 -0.72 -0.16
C 2.18 0.16 -1.25
H 2.58 -1.78 -0.23
C 1.95 1.45 -0.73
C 1.97 1.36 0.69
H 1.83 2.17 1.38
H 2.33 -0.37 2.04
H 2.25 -0.10 -2.30
H 1.79 2.35 -1.31
C -2.22 -1.00 0.48
C -1.23 -1.94 0.86
C -0.60 -2.38 -0.32
H -1.03 -2.28 1.86
C -1.18 -1.71 -1.43
C -2.19 -0.86 -0.93
H -2.83 -0.22 -1.51
H -2.89 -0.49 1.15
H 0.20 -3.11 -0.38
H -0.92 -1.85 -2.46
Os 0.00 0.00 -0.08
C 1.32 -0.84 5.56
N 0.80 -0.98 4.22
C 0.00 0.00 3.54
S 0.00 0.00 1.92
N -0.81 0.97 4.21
C -1.35 0.83 5.55
H 1.08 0.14 6.01
H 2.43 -0.90 5.52
H 0.95 -1.67 6.20
H 1.14 -1.79 3.68
H -1.17 1.77 3.66
H -0.99 1.66 6.18
H -2.46 0.87 5.49
H -1.10 -0.15 6.00

Mulliken atomic charge list, values in e, 2 entries: 0.99, -1.30

=====

# 3
Formula: C5H12O2
Source: OMol25
Level of theory: the ωB97M-V functional and the def2-TZVPD basis

The charge is 0. For the relative energy (zero: lowest compared OMol25 entry of this formula, charge and spin), the calculation gives 129.87 kcal/mol. The HOMO energy (alpha / beta) is -6.5 / -6.5 eV.

Cartesian coordinates (Å):
C -0.01 0.88 1.30
C 0.46 0.08 -1.13
C -0.69 -0.31 -0.48
C -0.10 -0.15 2.40
C 0.00 -1.35 -2.76
O 1.20 1.60 1.32
O -1.02 1.80 1.44
H -0.78 2.59 0.94
H 1.94 0.99 1.23
H 0.46 1.03 -1.65
H 1.44 -0.30 -0.86
H -0.84 -1.33 -0.15
H -1.60 0.24 -0.68
H 0.67 -0.92 2.28
H -1.08 -0.63 2.38
H 0.01 0.33 3.38
H -1.04 -1.30 -3.08
H 0.30 -2.33 -2.40
H 0.69 -0.92 -3.48

Mulliken atomic charge list, values in e, 2 entries: 0.74, -0.38

=====

# 4
Formula: C4H4N4
Source: OMol25
Level of theory: the ωB97M-V functional and the def2-TZVPD basis

The charge is 0. For the relative energy (zero: lowest compared OMol25 entry of this formula, charge and spin), the calculation gives 142.88 kcal/mol. The HOMO energy is -10.0 eV.

Cartesian coordinates (Å):
C 2.96 -0.09 -0.13
C -0.48 -0.02 0.23
C -1.37 1.05 -0.12
C -2.49 -0.82 -0.01
H 3.90 -0.62 -0.05
H 3.03 1.10 0.87
H -0.97 1.95 -0.16
H -3.34 -1.51 -0.29
N 1.86 -0.61 -0.39
N 0.76 0.34 0.13
N -2.65 0.51 -0.24
N -1.21 -1.29 0.15

Mulliken atomic charge list, values in e, 2 entries: -0.20, 0.43

=====

# 5
Formula: C37H72F6IN6O12P2
Source: OMol25
Level of theory: the ωB97M-V functional and the def2-TZVPD basis

The charge is +1. The HOMO energy is -10.0 eV.

Cartesian coordinates (Å):
C 2.36 -6.26 4.78
C 2.28 -5.83 3.26
C 0.80 -5.41 2.90
C 0.69 -3.92 2.34
C 0.41 -4.05 0.80
C 0.01 -2.74 0.09
C 0.85 -1.56 -0.05
P 2.58 -1.43 0.68
P 3.88 -3.03 -0.04
O 5.01 -2.35 -0.71
O 4.48 -3.84 1.27
O 3.19 -4.04 -1.14
C 0.38 -0.37 -0.76
C 1.22 0.92 -0.95
C 0.35 2.22 -0.66
C 1.30 3.32 -0.09
C 1.61 3.02 1.43
C 0.26 3.24 2.25
N -0.29 1.98 2.81
N -0.86 -0.36 -1.28
N -1.56 -1.42 -1.15
I -3.45 -1.28 -2.07
C -1.32 -2.59 -0.53
C -2.36 -3.76 -0.45
O -2.68 -4.41 -1.38
C -2.94 -4.09 0.98
F -2.29 -3.42 1.99
F -2.65 -5.42 1.19
C -4.50 -3.96 1.11
F -4.87 -4.80 2.13
F -5.15 -4.44 0.02
C -5.01 -2.53 1.51
F -6.21 -2.37 0.91
F -4.12 -1.53 1.16
C -5.27 -2.36 3.07
O -6.35 -2.56 3.49
O -4.26 -1.96 3.89
H 1.44 -6.85 4.99
H 2.35 -5.34 5.41
H 3.25 -6.90 4.99
H 3.04 -5.08 2.99
H 2.53 -6.76 2.68
H 0.46 -6.11 2.10
H 0.15 -5.58 3.79
H -0.13 -3.43 2.91
H 1.67 -3.46 2.58
H -0.45 -4.75 0.70
H 1.28 -4.57 0.35
H 2.39 -1.61 2.09
H 4.58 -3.21 2.02
H 3.18 -4.92 -0.71
H 1.43 0.96 -2.05
H 2.15 0.90 -0.36
H -0.53 1.99 -0.01
H -0.08 2.63 -1.60
H 2.26 3.27 -0.68
H 0.93 4.36 -0.23
H 2.39 3.68 1.85
H 1.84 1.93 1.54
H 0.39 3.97 3.08
H -0.48 3.67 1.54
H 0.46 1.37 3.14
H -0.77 1.45 2.08
H -3.44 -1.82 3.40
C 5.41 4.68 3.85
O 4.27 5.42 3.47
C 3.91 6.44 4.41
C 4.25 7.83 3.89
N 5.69 8.05 3.85
C 6.12 9.21 3.05
C 5.71 9.28 1.58
O 6.34 8.33 0.74
C 5.82 7.02 0.80
H 5.45 3.78 3.22
H 6.33 5.24 3.67
H 5.36 4.37 4.89
H 4.34 6.26 5.39
H 2.82 6.38 4.51
H 3.78 8.58 4.53
H 3.80 7.92 2.89
H 6.15 7.23 3.48
H 7.21 9.22 3.09
H 5.78 10.12 3.56
H 6.03 10.25 1.21
H 4.62 9.25 1.44
H 4.73 7.01 0.93
H 6.31 6.45 1.59
H 6.05 6.52 -0.14
C 4.87 -4.21 -9.01
O 3.52 -4.27 -8.58
C 3.18 -5.49 -7.91
C 3.02 -5.27 -6.41
N 4.30 -5.01 -5.76
C 4.21 -4.46 -4.41
C 3.42 -3.16 -4.20
O 4.02 -2.00 -4.74
C 3.87 -1.83 -6.14
H 4.95 -3.38 -9.71
H 5.55 -4.00 -8.17
H 5.18 -5.13 -9.51
H 3.89 -6.29 -8.13
H 2.21 -5.79 -8.31
H 2.58 -6.17 -5.97
H 2.32 -4.44 -6.28
H 4.83 -4.36 -6.33
H 5.23 -4.27 -4.08
H 3.80 -5.23 -3.75
H 3.38 -2.99 -3.12
H 2.37 -3.24 -4.52
H 2.90 -2.18 -6.49
H 4.68 -2.34 -6.67
H 3.96 -0.77 -6.37
C -8.89 -0.70 1.11
O -10.03 0.05 0.73
C -10.38 1.08 1.65
C -10.02 2.46 1.10
N -8.58 2.66 1.07
C -8.13 3.79 0.24
C -8.54 3.83 -1.23
O -7.91 2.86 -2.06
C -8.46 1.56 -1.96
H -8.87 -1.61 0.49
H -7.97 -0.15 0.92
H -8.94 -1.00 2.16
H -9.94 0.91 2.64
H -11.47 1.03 1.76
H -10.48 3.22 1.73
H -10.47 2.53 0.10
H -8.13 1.82 0.71
H -7.04 3.78 0.28
H -8.46 4.71 0.73
H -8.20 4.80 -1.62
H -9.62 3.82 -1.37
H -9.55 1.57 -1.84
H -7.98 1.00 -1.16
H -8.24 1.03 -2.89

Mulliken atomic charge list, values in e, 2 entries: -1.30, -0.04

=====

# 6
Formula: C28H59B2Cl2CsI2N2NaO19S2
Source: OMol25
Level of theory: the ωB97M-V functional and the def2-TZVPD basis

The charge is +1. For the relative energy (zero: lowest compared OMol25 entry of this formula, charge and spin), the calculation gives 12.07 kcal/mol. The HOMO energy is -8.1 eV.

Cartesian coordinates (Å):
C 5.07 2.30 0.38
O 3.76 2.73 -0.07
B 2.82 2.77 0.91
O 3.02 3.58 2.02
N 1.57 2.01 0.74
C 1.57 0.78 0.07
C 2.70 0.02 -0.55
B 3.43 -0.86 0.57
O 2.68 -1.74 1.33
O 4.79 -0.75 0.82
C 0.26 0.38 0.07
C -0.15 -0.90 -0.59
C -1.37 -1.58 0.01
O -1.44 -2.02 1.13
O -2.45 -1.72 -0.85
N -0.47 1.35 0.71
C -1.92 1.36 0.95
C -2.21 1.05 2.45
C -3.47 0.20 2.64
C -4.71 1.03 2.22
S -5.32 0.66 0.60
O -6.77 0.88 0.56
O -5.09 -0.77 0.26
O -4.66 1.65 -0.42
C 0.32 2.34 1.13
C -0.18 3.54 1.87
I 0.36 3.38 3.97
C 0.21 4.90 1.26
C -0.37 5.06 -0.14
I -0.62 6.53 2.43
H 5.65 3.14 0.79
H 5.62 1.82 -0.45
H 4.88 1.54 1.19
H 3.30 3.04 2.77
H 3.36 0.72 -1.07
H 2.33 -0.67 -1.32
H 2.89 -2.65 1.11
H 5.29 -0.89 0.00
H 0.69 -1.59 -0.44
H -0.25 -0.80 -1.67
H -3.04 -0.96 -0.71
H -2.26 2.39 0.75
H -2.46 0.72 0.26
H -1.34 0.61 2.96
H -2.38 2.01 2.95
H -3.38 -0.77 2.14
H -3.60 -0.03 3.71
H -4.42 2.10 2.24
H -5.53 0.93 2.94
H -4.34 2.47 0.11
H -1.28 3.54 1.88
H 1.29 5.08 1.26
H 0.08 4.35 -0.83
H -0.22 6.07 -0.52
H -1.45 4.85 -0.09
C 2.87 2.71 -5.87
C 2.45 2.08 -4.56
C 1.52 0.91 -4.69
O 0.85 0.94 -3.41
C 0.86 2.23 -3.00
O 0.23 2.63 -2.06
O 1.66 2.98 -3.77
H 2.02 2.78 -6.56
H 3.24 3.72 -5.71
H 3.65 2.12 -6.35
H 3.34 1.82 -3.98
H 2.03 -0.04 -4.84
H 0.77 1.04 -5.47
C -1.08 -5.54 3.25
C -2.16 -6.23 4.09
C -2.13 -5.59 5.49
S -1.52 -3.92 5.26
O -0.25 -3.79 5.91
O -2.60 -2.98 5.50
C -1.25 -4.05 3.50
H -1.17 -5.79 2.19
H -0.09 -5.87 3.58
H -3.13 -6.07 3.64
H -2.00 -7.31 4.15
H -3.12 -5.56 5.94
H -1.44 -6.11 6.15
H -0.38 -3.46 3.22
H -2.13 -3.67 2.99
O 0.19 -5.79 0.02
H -0.24 -4.96 0.24
H 1.08 -5.55 -0.23
C -0.04 -3.98 -5.17
C 0.12 -2.59 -5.75
O 1.34 -1.95 -5.37
C 2.53 -2.62 -5.75
C 2.68 -2.80 -7.25
H 0.01 -3.94 -4.08
H -1.01 -4.40 -5.46
H 0.73 -4.66 -5.51
H -0.68 -1.95 -5.38
H 0.03 -2.60 -6.84
H 2.62 -3.58 -5.23
H 3.35 -2.00 -5.39
H 1.89 -3.42 -7.67
H 3.64 -3.28 -7.48
H 2.65 -1.84 -7.76
O -2.10 5.84 5.87
H -1.89 6.12 4.97
H -3.06 5.76 5.88
O -3.41 3.77 0.81
H -3.80 4.59 1.10
Na 6.27 1.80 2.69
C 7.28 1.45 -2.21
O 7.40 2.01 -0.99
H 6.28 0.96 -2.44
H 7.39 2.14 -3.08
H 8.00 0.64 -2.46
Cs -6.81 -0.96 -1.09
C -6.81 0.38 6.02
Cl -8.37 0.98 6.60
Cl -5.91 1.64 5.16
H -6.22 0.07 6.88
H -6.98 -0.45 5.35

Mulliken atomic charge list, values in e, 2 entries: -0.23, -0.15